1.
{
  "formula": "C25H30N6",
  "method": "the ωB97M-V functional and the def2-TZVPD basis",
  "elements": ["C", "C", "H", "N", "H", "H", "C", "H", "H", "C", "H", "C", "H", "C", "H", "C", "N", "C", "H", "C", "H", "N", "H", "H", "C", "C", "C", "H", "H", "H", "H", "C", "H", "H", "C", "H", "N", "H", "N", "H", "H", "H", "C", "N", "C", "H", "H", "H", "H", "C", "C", "C", "H", "C", "H", "C", "C", "C", "C", "H", "C"],
  "coordinates": [[1.47581, -0.10044, 0.72027], [-3.43509, -2.40245, 3.08514], [1.61309, 3.80535, 2.14784], [-0.91827, 0.21050, 2.09762], [0.21689, 5.69108, 0.83205], [0.42989, 0.51807, -4.33717], [7.58589, 0.51647, 1.41811], [-3.48045, -2.85842, 1.01426], [-0.75705, 2.02197, -2.26884], [-3.40201, -3.75149, -1.54544], [6.63579, 3.21125, -0.07828], [0.20990, -0.09066, 2.72746], [0.09711, -0.15562, 3.80561], [0.78974, 4.88875, 0.39907], [0.30976, 0.35161, -1.02041], [6.57726, 2.29283, 0.47747], [-1.55509, -0.11332, -4.61864], [-0.86126, 0.37697, 0.78200], [-3.64843, -0.37126, -4.38669], [-2.76081, 0.11538, -4.01883], [-3.34529, 1.56821, -2.48436], [7.79485, 1.68868, 0.76447], [-1.38176, -0.82966, -5.29769], [-4.35012, -2.11017, 5.02188], [-5.35291, -3.28946, 2.29188], [-5.56203, -2.96088, 3.59566], [5.61281, 1.43276, 0.96019], [2.24263, -0.62769, 2.73392], [8.42155, -0.07491, 1.75869], [-1.75946, 0.58151, 0.20666], [2.17843, 2.96912, -1.91291], [-4.04106, -2.87708, 1.93536], [5.76875, -0.61324, 1.84350], [-6.08416, -3.70719, 1.61675], [1.42643, -0.32955, 2.09052], [-0.18598, -2.98061, -1.80245], [-4.38646, -2.44884, 4.07739], [-2.45656, -2.05028, 3.35451], [-2.07744, -2.00751, -1.81189], [0.54636, 5.18609, -1.80544], [-4.17848, -1.67830, -1.76199], [-6.39372, -3.15231, 4.25066], [-2.57827, 1.03896, -3.02481], [2.08229, 3.09583, 0.19575], [6.24301, 0.28833, 1.49678], [4.54253, 1.54045, 0.90626], [-4.33191, -4.29537, -1.50149], [2.73058, 2.36692, 0.40826], [8.68672, 2.03606, 0.47158], [0.31898, 0.29543, 0.05837], [-2.05601, -4.19441, -1.52388], [-0.57129, 0.58986, -3.94602], [2.40449, -0.27868, 0.18963], [-3.38222, -2.40355, -1.78239], [-1.73368, -5.20497, -1.32845], [-1.24802, -3.08524, -1.66953], [1.78925, 3.52314, -1.07338], [-1.17515, 1.31101, -2.96438], [0.98780, 4.63068, -0.99600], [-1.75678, -1.05408, -1.86144], [1.48859, 3.95440, 1.08725]],
  "lowdin_charge": [-0.10, -0.12, 0.11, 0.07, 0.09, 0.11, -0.15, 0.07, 0.08, -0.13, 0.10, -0.16, 0.10, -0.11, 0.07, -0.11, 0.02, -0.14, 0.11, -0.16, 0.10, 0.00, 0.14, 0.14, -0.12, -0.15, -0.12, 0.10, 0.11, 0.10, 0.11, -0.10, 0.09, 0.09, -0.07, 0.10, -0.01, 0.09, 0.02, 0.09, 0.11, 0.10, -0.11, 0.02, -0.11, 0.06, 0.09, 0.09, 0.14, -0.08, -0.11, -0.13, 0.10, -0.16, 0.09, -0.13, -0.15, -0.13, -0.10, 0.09, -0.14],
  "gap_ev": 8.47,
  "smiles": "c1cc[nH]c1.c1cc[nH]c1.c1cc[nH]c1.c1cc[nH]c1.c1cc[nH]c1.c1ccncc1"
}

---

2.
{
  "formula": "C5H6N2O",
  "method": "the ωB97M-V functional and the def2-TZVPD basis",
  "elements": ["H", "N", "O", "C", "H", "C", "C", "C", "H", "N", "C", "H", "H", "H"],
  "coordinates": [[-2.58289, -1.60281, -0.14434], [-1.70759, -1.00327, 0.01056], [2.89573, -0.76488, -0.11657], [-0.09940, 0.50576, 0.11971], [2.04010, 1.28387, -0.53617], [-1.42923, 0.35598, -0.08632], [0.80256, 1.71344, 0.05426], [0.46720, -0.74603, -0.00160], [-0.53774, -2.65726, -0.08026], [1.72835, -1.36796, 0.16967], [-0.49911, -1.64158, 0.09334], [-2.41637, 0.90680, -0.03058], [1.05696, 2.33293, 1.17356], [0.28144, 2.68501, -0.62527]],
  "lowdin_charge": [0.20, 0.03, -0.10, -0.31, 0.18, -0.06, -0.10, -0.30, 0.11, 0.06, -0.07, 0.14, 0.12, 0.12],
  "gap_ev": 8.38
}

---

3.
{
  "formula": "C4H5N2OS",
  "method": "the ωB97M-V functional and the def2-TZVPD basis",
  "elements": ["C", "N", "O", "C", "H", "H", "N", "S", "H", "C", "H", "C", "H"],
  "coordinates": [[-0.37069, 0.51820, -1.02579], [1.08634, 0.09491, -0.67361], [-2.47613, -0.78053, -0.56983], [-0.72825, -0.96674, 0.99488], [2.00267, 0.88695, 1.26300], [-0.74042, 0.86420, -1.98198], [0.29533, -0.43086, 1.47694], [-0.42852, 1.97679, 0.07904], [1.79455, 0.59627, -1.16437], [0.99901, 0.46627, 0.79253], [-1.19861, -1.76984, 1.62827], [-1.38731, -0.45330, -0.23799], [1.15203, -1.00231, -0.58108]],
  "lowdin_charge": [-0.40, 0.08, 0.19, -0.03, 0.19, 0.12, 0.06, 0.93, 0.16, -0.31, 0.17, -0.39, 0.23],
  "total_charge": 1,
  "gap_ev": 7.58,
  "smiles": "O=C1C=N[C@H]2[NH2+][C@@H]1S2"
}

---

4.
{
  "formula": "C4H10O",
  "method": "the ωB97M-V functional and the def2-TZVPD basis",
  "elements": ["H", "H", "H", "H", "H", "H", "H", "C", "O", "C", "C", "H", "H", "H", "C"],
  "coordinates": [[3.62646, -2.36448, 2.80307], [1.07184, -0.86381, 3.47245], [-3.97682, 1.38312, -2.55938], [-0.03905, 1.24654, -2.24378], [-3.10254, -0.16710, -1.83602], [-2.04885, 2.32518, -3.22834], [2.09692, -1.07529, 1.91474], [2.03089, -0.89571, 2.98650], [-0.78445, 0.78410, -2.63310], [-3.10740, 0.83643, -2.21737], [-1.98792, 1.43559, -2.59959], [2.31921, 0.17398, 2.98111], [3.92726, -1.31238, 4.07659], [2.49663, -2.50758, 4.22372], [3.10127, -1.84745, 3.60707]],
  "lowdin_charge": [0.05, 0.05, 0.05, 0.09, 0.06, 0.10, 0.05, -0.17, -0.03, 0.01, -0.30, 0.06, 0.06, 0.06, -0.16],
  "gap_ev": 10.31,
  "smiles": "C=CO.CC"
}

---

5.
{
  "formula": "Cl3H6LiO3",
  "method": "the ωB97M-V functional and the def2-TZVPD basis",
  "elements": ["Cl", "O", "H", "O", "O", "H", "Li", "H", "H", "H", "Cl", "H", "Cl"],
  "coordinates": [[-14.87434, 6.01807, 12.78355], [-17.92168, 6.88292, 14.50386], [-11.29579, 5.89541, 12.68479], [-11.53947, 6.67951, 12.18653], [-14.15445, 9.16432, 14.01285], [-17.07963, 6.99057, 14.03463], [-15.06747, 8.38465, 12.36082], [-13.29766, 8.94395, 14.38156], [-14.33559, 10.07816, 14.24191], [-12.40667, 6.90378, 12.55956], [-17.40128, 9.24125, 12.37652], [-18.44954, 7.51824, 14.00123], [-13.86839, 9.40326, 10.47526]],
  "lowdin_charge": [-0.47, -0.18, 0.01, -0.12, -0.15, -0.09, 0.28, 0.04, 0.04, -0.07, -0.54, -0.06, -0.69],
  "total_charge": -2,
  "gap_ev": 6.70
}

---

6.
{
  "formula": "C4H14NO2",
  "method": "the ωB97M-V functional and the def2-TZVPD basis",
  "elements": ["H", "C", "O", "H", "H", "C", "H", "H", "H", "O", "C", "H", "H", "H", "C", "H", "N", "H", "H", "H", "H"],
  "coordinates": [[-1.27884, -0.60579, 0.90644], [0.65720, 0.37264, 0.12667], [2.74051, 4.55590, 4.09796], [0.33915, -1.60825, -2.04696], [-1.21132, 0.28587, -1.95172], [-0.91051, -2.88012, -0.71638], [1.13810, 1.13372, 0.87923], [1.27133, 1.44423, -1.43177], [-0.96703, -3.90882, -1.14316], [1.26346, 0.48991, -1.19936], [-0.91918, 0.24362, 0.17445], [-1.32224, -1.95079, -2.64283], [3.63525, 4.68940, 3.84028], [0.81594, -0.62146, 0.51206], [-0.69715, -1.76758, -1.73144], [2.71947, 5.11434, 4.87772], [-1.34671, -0.41752, -1.24619], [-0.25042, -2.63771, 0.10099], [-1.91050, -2.42446, -0.39286], [-2.34072, -0.72124, -1.16253], [-1.42579, 1.21411, 0.14940]],
  "mulliken_spin": [0.04, 0.13, 0.00, -0.07, -0.58, 0.19, 0.02, 0.01, -0.09, -0.04, 0.77, -0.37, 0.00, -0.04, 0.73, 0.00, 1.78, -0.05, -0.03, -0.64, -0.77],
  "gap_ev": [3.98, 11.56],
  "multiplicity": 2
}

---

For each record above, in turn, the calculated relative energy (zero: lowest compared OMol25 entry of this formula, charge and spin) values are 76.38 583.94 349.89 187.71 0.00 309.04 kJ/mol.